[1]
Molecular formula: C3H5N3S
Method: DFT, ωB97M-V/def2-TZVPD

Properties
HOMO level in eV: -8.4440
Structure (SMILES): CSc1nc[nH]n1
Net charge: 0
Multiplicity: 1
LUMO in eV: 0.89

Last column: natural (NBO) charge in e.
CARTESIAN COORDINATES (ANGSTROEM)
H (3.30, -0.26, -0.85)  0.21
S (-1.39, 0.53, -1.19)  0.27
N (1.31, 0.25, -1.37)  -0.48
N (0.44, -0.23, 0.62)  -0.32
C (2.26, -0.11, -0.56)  0.17
H (2.25, -0.70, 1.46)  0.41
C (0.22, 0.15, -0.58)  0.15
H (-2.07, 0.90, 1.06)  0.23
H (-2.34, -0.79, 0.66)  0.23
N (1.74, -0.44, 0.64)  -0.35
H (-3.35, 0.47, -0.16)  0.23
C (-2.37, 0.23, 0.27)  -0.75

=====

[2]
Molecular formula: C5H8N2
Method: DFT, ωB97M-V/def2-TZVPD

Properties
HOMO level in eV: -7.8732
Structure (SMILES): [H]/N=C1/C=CN(C)C1
Net charge: 0
Multiplicity: 1
LUMO in eV: 0.82

Last column: natural (NBO) charge in e.
CARTESIAN COORDINATES (ANGSTROEM)
N (0.60, 0.03, 2.80)  -0.64
C (0.56, 0.03, 1.53)  0.28
N (-0.30, 0.22, -0.64)  -0.41
H (-2.04, -0.28, -1.64)  0.21
H (-0.59, -0.99, -2.38)  0.18
H (-0.31, -1.60, 0.47)  0.20
C (1.57, 0.61, 0.63)  -0.38
C (-0.99, -0.11, -1.86)  -0.40
H (2.54, 0.98, 0.95)  0.24
H (-1.56, -0.42, 0.97)  0.21
C (-0.53, -0.52, 0.60)  -0.29
C (0.99, 0.71, -0.59)  0.06
H (-0.28, -0.34, 3.18)  0.32
H (1.41, 1.15, -1.49)  0.21
H (-0.94, 0.75, -2.55)  0.21

=====

[3]
Molecular formula: C66H147N9O9
Method: DFT, ωB97M-V/def2-TZVPD

Properties
HOMO level in eV: -8.1559
Structure (SMILES): CC1(C)CCCC(C)(C)N1O.CC1(C)CCCC(C)(C)N1O.CC1(C)CCCC(C)(C)N1O.CC1(C)CCCC(C)(C)N1O.CC1(C)CCCC(C)(C)N1O.CC1(C)CCCC(C)(C)N1O.COC[C@H](C)N.COC[C@H](C)N.COC[C@H](C)N
Net charge: 0
Multiplicity: 1
LUMO in eV: 0.48

Last column: Löwdin charge in e.
CARTESIAN COORDINATES (ANGSTROEM)
C (3.09, 2.82, 4.56)  -0.18
H (1.62, 9.52, -1.38)  0.07
C (-2.31, -3.74, 3.81)  -0.01
H (-3.45, 5.66, 0.62)  0.14
H (-1.12, -6.38, -6.78)  0.08
C (2.21, 1.66, 5.07)  -0.13
H (-5.31, -4.87, -1.70)  0.12
C (-4.15, -4.52, 6.44)  -0.57
H (3.00, 9.40, -2.39)  0.08
H (-2.40, -3.54, 7.35)  0.10
H (-2.28, -3.77, 2.72)  0.08
H (2.77, 8.19, -1.12)  0.08
H (-1.79, -4.61, 4.08)  0.06
H (-5.27, -4.81, 8.20)  0.08
N (-4.36, -3.54, 5.39)  -0.09
H (-1.58, 3.41, 3.06)  0.11
H (3.54, 4.65, -4.98)  0.06
C (-3.86, -3.25, -1.51)  -0.38
H (-1.09, -7.15, -5.23)  0.09
H (2.47, -2.12, -3.37)  0.11
H (2.55, 3.76, 4.65)  0.09
H (5.76, 1.75, 4.60)  0.05
C (2.82, -5.18, -4.59)  -0.10
C (-2.11, 0.22, 5.26)  -0.13
H (1.70, -7.56, -5.02)  0.03
C (-0.10, -5.21, -5.35)  -0.50
C (-5.60, 6.12, 0.87)  -0.41
H (-6.37, 6.22, 0.06)  0.15
C (1.49, 5.15, -3.16)  -0.13
H (-2.16, -2.37, 0.69)  0.07
H (2.59, -1.14, -1.93)  0.11
H (-1.90, -1.33, 2.06)  0.09
H (-0.65, 5.11, 5.41)  0.09
N (-2.89, 4.80, 4.14)  0.05
H (-5.82, -5.73, 5.77)  0.13
H (-3.38, 2.43, 4.66)  0.13
C (6.20, -1.38, -5.77)  -0.01
C (2.12, -5.63, -2.24)  -0.05
H (-6.10, 4.09, 1.15)  0.07
H (4.73, 0.85, -2.01)  0.06
H (-1.38, -3.40, -5.10)  0.09
C (2.53, 6.12, -3.84)  -0.46
H (-3.27, -2.37, -3.41)  0.06
H (3.72, -5.79, -4.47)  0.12
H (-4.21, -2.89, 2.13)  0.05
H (-7.01, -4.99, 0.59)  0.09
H (-5.95, -6.13, 1.35)  0.07
H (6.71, 0.77, -3.80)  0.09
H (0.47, -2.12, 2.33)  0.08
C (3.12, -1.43, -2.85)  -0.16
H (4.66, -2.90, -4.53)  0.10
H (-0.67, 3.19, 0.92)  0.07
C (-2.80, -4.52, 7.05)  -0.03
C (-4.73, -5.80, 5.86)  -0.16
C (4.38, -2.23, -2.47)  -0.16
C (-1.42, -4.44, -5.43)  -0.04
C (0.95, 5.79, -1.95)  -0.21
H (1.43, -6.01, -1.49)  0.08
C (3.80, 1.08, -2.56)  0.03
H (6.34, -0.54, -6.49)  0.08
H (-6.62, 5.19, 2.28)  0.06
H (2.03, 4.17, -2.97)  0.14
H (-2.75, -5.16, 7.93)  0.10
C (0.99, -4.50, -6.18)  -0.13
C (1.70, -7.43, -3.97)  -0.02
H (5.25, 0.38, 1.17)  0.10
H (4.98, -1.08, 3.31)  0.09
H (-0.96, -1.32, -1.63)  0.07
H (-0.52, 6.90, -2.94)  0.13
C (6.45, -0.24, -3.48)  -0.06
H (7.45, -0.78, -3.51)  0.11
H (5.02, -1.72, -1.73)  0.10
C (5.73, 1.33, 3.64)  -0.03
C (0.03, 2.37, 1.10)  -0.06
N (0.43, -5.16, -3.92)  -0.03
H (-0.86, 2.40, -1.25)  0.10
C (-6.07, -5.54, 0.45)  -0.13
N (1.90, 7.43, -4.07)  -0.10
H (0.01, -2.83, -1.11)  0.09
N (0.21, -0.05, 0.90)  -0.07
H (-4.65, -1.78, 5.90)  0.11
H (-2.74, -4.90, -1.01)  0.07
H (3.68, 6.36, -1.82)  0.06
H (-2.08, -4.97, 6.38)  0.07
H (6.50, 1.86, 3.08)  0.09
H (-0.01, 7.70, -1.43)  0.12
H (0.71, 5.16, -3.91)  0.12
C (0.59, -2.37, 1.26)  -0.01
C (-5.11, -4.04, 7.48)  -0.05
H (1.56, -2.25, 0.91)  0.05
H (1.57, 5.92, -1.06)  0.11
O (-0.60, -5.67, -2.94)  -0.08
C (1.76, -0.86, 4.79)  -0.02
C (-5.46, 7.39, 1.75)  -0.03
C (2.80, 0.29, 4.77)  -0.52
H (-3.84, 4.00, -2.54)  0.09
H (-1.94, 0.91, 1.94)  0.10
C (1.32, 8.17, -2.96)  -0.52
H (2.61, 8.40, -5.50)  0.09
H (1.03, -3.46, -5.84)  0.11
C (-4.13, -2.40, -2.77)  -0.04
H (-4.68, -3.23, 8.02)  0.07
C (-4.08, -6.27, 4.58)  -0.15
H (4.05, 3.54, 2.72)  0.13
H (-3.00, -6.44, 4.79)  0.12
H (-1.96, -4.54, -6.34)  0.08
H (3.04, -4.23, -4.26)  0.05
H (0.38, -7.24, -6.17)  0.06
H (6.16, 0.33, 3.72)  0.09
H (-6.26, 7.46, 2.41)  0.06
C (-0.17, -1.75, -1.03)  -0.01
H (2.26, 5.38, -5.87)  0.09
H (1.19, 1.76, 4.59)  0.11
H (-4.13, 6.83, -0.47)  0.11
N (-2.87, -4.31, -1.80)  0.06
H (1.58, -0.44, -4.99)  0.11
H (-5.45, -5.12, 3.54)  0.10
H (4.04, 1.90, -3.16)  0.03
H (0.29, -3.41, 1.10)  0.09
H (1.29, -0.92, 5.77)  0.08
H (2.62, 2.54, 2.53)  0.11
C (-4.38, -5.16, 3.55)  -0.10
O (-3.84, -2.31, 5.92)  -0.05
H (-3.97, -1.72, 3.30)  0.05
C (-1.84, 3.72, 4.09)  -0.42
H (-2.27, 2.86, 5.95)  0.13
H (5.53, -2.16, -6.11)  0.06
C (-0.46, -6.59, -5.93)  -0.04
H (3.07, -6.15, -2.09)  0.09
H (6.17, -2.96, -3.63)  0.14
C (5.21, -2.40, -3.72)  -0.15
H (0.96, -0.66, 4.09)  0.06
C (-2.30, 2.58, 4.90)  -0.21
H (-1.88, 0.21, 6.40)  0.12
H (3.63, 0.85, 0.99)  0.06
H (4.05, -3.17, -1.99)  0.11
H (-4.55, 7.33, 2.28)  0.06
H (-4.63, -6.52, 6.67)  0.12
N (4.26, -0.37, -4.66)  -0.11
H (-2.58, 1.95, 0.69)  0.13
H (6.07, -0.27, -2.41)  0.07
O (2.88, 8.30, -4.60)  -0.03
C (4.54, 1.16, 1.48)  -0.06
H (-4.93, -2.82, -3.44)  0.09
H (4.56, 1.55, -5.01)  0.06
C (3.80, 0.00, 5.88)  -0.04
H (0.71, 1.42, -1.35)  0.09
H (-2.79, 3.97, -1.08)  0.07
H (2.26, -1.85, 4.57)  0.10
C (-4.38, 5.92, 0.03)  -0.23
H (4.64, 0.72, 5.89)  0.07
H (-0.01, 4.91, 3.77)  0.08
O (-4.61, 4.86, -0.91)  -0.19
C (-1.97, 1.04, 0.89)  -0.14
H (0.04, 9.07, -4.56)  0.09
H (2.24, -6.21, -6.50)  0.11
H (-3.12, 5.45, -2.14)  0.09
H (-1.85, -2.85, 4.18)  0.06
H (-4.61, -7.18, 4.44)  0.10
C (0.36, 7.17, -2.31)  -0.13
C (5.53, -1.02, -4.34)  -0.53
H (2.03, 0.18, 1.39)  0.06
C (-4.41, -2.67, 3.14)  -0.02
H (0.91, -7.99, -3.48)  0.09
H (-0.10, 9.75, -3.03)  0.07
H (4.18, -1.01, 5.65)  0.09
H (0.14, 2.36, 2.23)  0.10
C (3.56, 2.62, 3.12)  -0.11
H (4.31, 5.17, -3.03)  0.07
O (4.42, 0.75, -5.48)  -0.01
C (-0.53, 1.16, 0.46)  -0.55
O (-1.54, 1.37, 4.73)  -0.21
H (-6.21, -6.29, -0.39)  0.10
C (-1.79, -1.42, 0.98)  -0.11
H (-3.57, -0.31, 1.01)  0.10
O (-4.97, -4.67, 0.27)  -0.21
C (-3.81, -3.76, 4.02)  -0.46
H (-6.00, -3.31, -1.09)  0.13
H (3.10, -4.64, -6.64)  0.10
H (0.79, -1.46, -1.43)  0.04
H (-5.46, -2.66, 3.38)  0.09
C (0.62, 9.33, -3.68)  -0.04
H (1.31, 10.08, -4.07)  0.08
H (-1.13, -4.87, -2.69)  0.05
C (1.93, 0.28, -4.16)  -0.02
C (2.24, 8.81, -1.88)  -0.02
H (-3.54, 4.74, 3.36)  0.03
N (-5.82, 4.89, 1.72)  0.05
H (-4.46, -1.40, -2.54)  0.07
O (4.01, -1.07, 3.13)  -0.05
H (1.91, 1.32, -4.58)  0.09
H (3.73, 6.19, -5.67)  0.06
H (-1.58, -0.67, 4.85)  0.07
H (2.24, -4.58, -1.99)  0.06
C (4.42, 1.31, 2.93)  -0.50
H (3.27, -0.06, 6.83)  0.09
C (1.67, -5.87, -3.68)  -0.47
C (3.05, 5.58, -5.16)  -0.04
H (2.13, 1.78, 6.16)  0.13
H (7.24, -1.83, -5.57)  0.10
C (-2.65, -0.24, 0.43)  -0.16
H (-3.21, 0.12, 5.05)  0.08
H (-0.95, 0.70, -1.59)  0.06
H (-1.85, -5.07, -4.68)  0.05
H (-3.46, -2.63, -0.68)  0.11
H (0.14, 3.59, 4.91)  0.05
C (3.84, 6.16, -2.89)  -0.02
H (-2.35, 5.63, 3.95)  0.05
C (-5.11, -3.99, -1.04)  -0.17
H (4.83, 2.04, 0.91)  0.10
H (0.94, 2.73, 0.66)  0.08
H (3.99, 2.98, 5.18)  0.11
H (-6.07, -3.70, 7.04)  0.11
C (3.30, -0.15, -3.56)  -0.46
H (2.98, 1.33, -1.94)  0.05
H (1.18, 0.17, -3.33)  0.07
H (-3.38, -4.84, -2.46)  0.06
O (1.56, 0.03, 0.56)  -0.04
C (2.36, -5.19, -6.06)  -0.17
H (2.63, -7.82, -3.56)  0.08
C (-3.51, 4.53, -1.67)  -0.13
N (3.45, 0.24, 3.44)  -0.06
H (4.61, 6.87, -3.28)  0.09
C (-0.54, 4.39, 4.59)  -0.06
H (-2.89, -0.32, -0.66)  0.11
H (-4.01, -5.35, 2.54)  0.11
C (-0.36, 1.40, -1.01)  -0.03
C (-0.28, -1.38, 0.47)  -0.44
H (0.75, -4.45, -7.22)  0.11
H (-5.49, 8.19, 1.06)  0.06
H (0.12, 5.18, -1.59)  0.10

=====

[4]
Molecular formula: C42H31F13HgI2N3OP
Method: DFT, ωB97M-V/def2-TZVPD

Properties
HOMO level (spin up / spin down) in eV: -2.7729 / -3.9863
Net charge: -1
Multiplicity: 2
LUMO (spin up / spin down) in eV: 1.33 / 1.34

Last column: Löwdin charge in e.
CARTESIAN COORDINATES (ANGSTROEM)
C (2.75, 2.29, -1.80)  -0.08
C (3.16, -1.17, -1.69)  -0.05
C (-1.96, 2.49, -2.77)  -0.27
H (-0.94, 2.67, -3.07)  0.10
F (-0.57, 0.17, 2.54)  -0.02
C (-5.42, -4.43, -0.25)  -0.09
C (2.32, -2.72, -3.36)  -0.10
H (1.71, -3.62, 2.55)  0.11
F (2.58, -2.38, 5.89)  0.10
C (-2.31, -6.56, -0.56)  -0.27
H (-1.39, 0.40, -3.21)  0.05
C (1.94, -0.42, 1.31)  -0.36
C (-2.29, 1.03, -3.12)  -0.07
H (-0.22, -1.10, -1.91)  0.08
H (5.77, 3.15, 0.50)  0.15
H (0.94, -2.20, 0.66)  0.09
C (1.93, -2.56, 2.54)  0.03
C (4.76, 3.57, -1.35)  -0.12
H (4.42, -2.19, -3.13)  0.12
H (-6.24, -5.06, -0.57)  0.05
C (-1.73, 4.41, -1.32)  -0.27
N (-2.27, 2.03, 1.18)  -0.16
F (-4.44, 2.84, 3.09)  0.06
H (2.72, 1.25, 2.50)  0.11
C (1.57, -1.77, 1.46)  -0.05
H (-3.17, 3.95, 1.03)  0.13
C (-3.35, 2.85, 0.71)  -0.26
C (2.60, -3.79, -4.41)  -0.55
H (-6.77, -2.79, 0.26)  0.09
O (-0.76, -3.34, 0.07)  -0.10
H (2.02, 1.92, -2.52)  0.12
C (1.85, -0.77, -1.41)  -0.37
F (0.17, 0.73, 5.00)  0.11
H (-0.05, 5.73, -1.08)  0.08
C (2.96, -0.61, 3.51)  -0.03
C (-1.36, -5.63, -0.05)  -0.67
H (-2.76, 0.96, -4.07)  0.06
F (1.83, -4.90, -4.22)  0.12
H (3.51, -0.11, 4.35)  0.14
H (3.96, -0.61, -1.23)  0.11
H (-4.16, 3.61, -1.15)  0.12
H (4.03, 1.44, 1.17)  0.07
N (-2.08, 2.94, -1.41)  -0.25
I (-5.08, -7.66, -1.34)  0.71
C (-2.27, 1.90, 2.55)  -0.19
C (-1.67, -4.21, 0.10)  -0.43
C (3.40, -2.06, -2.74)  0.01
Hg (-0.47, 1.62, 0.14)  0.99
F (-3.56, 3.39, 5.70)  0.04
H (3.52, 3.79, -3.10)  0.13
F (3.00, -4.18, 4.64)  0.08
C (3.93, 1.96, 0.27)  -0.06
C (-5.75, -3.19, 0.25)  -0.07
F (3.90, -4.17, -4.40)  0.12
C (0.78, -1.40, -2.06)  -0.05
F (5.47, 5.47, -2.65)  0.15
H (-2.96, 0.47, -2.45)  0.08
C (5.71, 4.68, -1.60)  -0.54
H (-4.35, 2.60, 0.98)  0.10
H (-1.52, 2.15, 6.39)  0.12
C (-1.25, 1.21, 3.23)  -0.14
C (-2.89, 2.56, 4.82)  -0.18
C (-4.10, -4.86, -0.28)  -0.23
C (2.86, 1.67, -0.53)  -0.37
F (4.55, -2.59, 4.90)  0.10
H (-2.57, 3.07, -3.46)  0.11
C (-3.43, 2.84, -0.84)  -0.19
C (-0.26, 4.67, -1.26)  -0.13
N (-3.42, -2.70, 0.52)  0.11
C (3.65, 3.26, -2.15)  -0.01
H (0.09, 4.06, -0.40)  0.01
H (0.27, 4.37, -2.19)  0.07
C (-1.75, 2.01, 5.37)  0.04
C (-3.20, 2.50, 3.46)  -0.16
C (1.03, -2.41, -2.98)  0.01
I (0.53, -6.43, 0.37)  0.80
P (1.59, 0.48, -0.19)  0.87
F (5.66, 5.50, -0.51)  0.11
C (4.90, 2.85, -0.16)  0.01
F (2.33, -3.40, -5.67)  0.14
H (-1.92, -7.53, -0.85)  0.06
C (-4.69, -2.34, 0.63)  -0.16
C (2.67, -1.98, 3.58)  -0.12
H (-3.90, 1.91, -1.19)  0.11
C (-3.11, -3.88, 0.04)  -0.18
C (-0.91, 1.31, 4.52)  -0.27
H (0.22, -2.97, -3.39)  0.13
H (-2.22, 4.96, -2.17)  0.12
C (-3.66, -6.18, -0.62)  -0.62
H (-4.85, -1.29, 1.00)  0.10
C (3.20, -2.79, 4.73)  -0.47
H (-2.27, 4.83, -0.44)  0.11
F (7.04, 4.29, -1.66)  0.10
C (2.50, 0.16, 2.45)  -0.11

=====

In eV, the electronic energy values for the records above are, in order, -18497.1701 -8293.8989 -102652.7434 -115566.0521.
In kcal/mol, the relative energy (zero: lowest compared OMol25 entry of this formula, charge and spin) values for the records above are, in order, 16.8 25.3 72.0 19.1.